6
Properties=species:S:1:pos:R:3:forces:R:3:nbo_charge:R:1 method="wB97M-V/def2-TZVPD" total_charge=0 lumo_ev=1.31 smiles="[H]/N=N/N" gap_ha=0.3912
N 1.038 0.069 0.135 -4.150 -0.707 1.149 -0.6523
H 1.711 0.406 -0.513 0.256 -0.010 -0.473 0.3865
H 0.955 -0.914 0.428 0.757 0.383 -0.467 0.3651
N -0.276 0.540 -0.152 -0.819 -0.049 -0.394 0.0129
N -1.241 -0.216 0.138 3.364 -0.804 0.588 -0.4596
H -2.188 0.114 -0.036 0.593 1.187 -0.403 0.3474



7
Properties=species:S:1:pos:R:3:forces:R:3:nbo_charge:R:1 method="wB97M-V/def2-TZVPD" total_charge=0 lumo_ev=0.44 smiles="[H]/N=[N+](/N)[O-]" gap_ha=0.3851
N 0.057 -0.047 0.717 -2.908 -3.863 2.345 0.4646
O -0.123 0.602 1.736 1.050 1.028 1.072 -0.4632
H -0.286 0.119 -1.175 0.292 0.136 0.162 0.3886
N 0.129 0.674 -0.426 0.430 -0.273 -1.218 -0.6011
H -0.438 1.447 -0.164 -0.297 1.199 -0.447 0.3831
N -0.154 -1.302 0.610 1.268 -0.078 -2.287 -0.5453
H -0.204 -1.953 1.408 0.165 1.851 0.374 0.3735



8
Properties=species:S:1:pos:R:3:forces:R:3:nbo_charge:R:1 method="wB97M-V/def2-TZVPD" total_charge=0 lumo_ev=-0.07 gap_ha=0.3933
H 1.315 -0.391 0.165 -0.539 -0.051 0.028 0.3417
O -1.908 1.317 0.065 -0.489 -0.117 -0.411 -0.3704
N -2.019 0.122 -0.076 1.470 0.077 1.289 0.6202
O -3.010 -0.561 0.036 -0.178 -0.154 -0.296 -0.3896
N 0.628 0.371 0.085 -3.343 -3.083 1.165 -0.5761
H -0.777 -1.560 -0.095 -0.494 1.293 0.178 0.3968
N -0.845 -0.558 -0.368 3.906 1.401 -0.231 -0.3735
H 0.908 0.841 -0.734 -0.333 0.634 -1.723 0.3508



8
Properties=species:S:1:pos:R:3:forces:R:3:nbo_charge:R:1 method="wB97M-V/def2-TZVPD" total_charge=0 lumo_ev="-0.25 / -0.35" gap_ha="0.3112 / 0.3049"
H 0.474 -1.650 -0.148 -0.536 0.284 0.260 0.3525
H 0.135 0.993 -0.379 0.974 3.742 -1.186 0.3957
N 2.234 0.015 -0.101 -1.247 -1.313 0.075 0.4676
N -0.281 0.171 -0.162 -3.674 -2.842 3.761 -0.4982
O 3.229 -0.645 0.068 -0.194 1.125 -0.169 -0.3615
H -0.659 0.159 0.878 1.406 -0.255 -2.535 0.3492
N 0.399 -0.783 -0.691 2.358 0.012 -0.206 -0.2828
O 2.011 1.197 0.099 0.912 -0.753 0.001 -0.4224



9
Properties=species:S:1:pos:R:3:forces:R:3:nbo_charge:R:1 method="wB97M-V/def2-TZVPD" total_charge=-1 lumo_ev="3.60 / 3.65" smiles="[H]/N=N/[P@@](N)(=O)[O-]" gap_ha="0.3128 / 0.3153"
H 0.850 -2.201 0.782 -0.540 1.751 -0.666 0.2943
H -0.977 1.578 -1.295 0.318 0.546 -1.204 0.3869
O -2.768 -0.317 -1.234 0.636 0.385 0.159 -1.1437
N 0.606 -1.193 0.473 -6.533 -2.587 -1.092 -0.4631
H 0.086 1.308 0.094 -1.619 -0.182 -1.142 0.4017
P -1.824 -0.145 -0.088 -2.707 2.834 0.779 2.3302
N -0.914 -1.445 0.124 9.327 -2.346 1.957 -0.5304
N -0.846 1.227 -0.390 0.510 -1.105 2.517 -1.2346
O -2.355 -0.243 1.351 0.609 0.704 -1.308 -1.0414



9
Properties=species:S:1:pos:R:3:forces:R:3:nbo_charge:R:1 method="wB97M-V/def2-TZVPD" total_charge=-1 lumo_ev=4.60 gap_ha=0.2692
H 0.561 -0.128 -0.753 -0.089 -0.629 0.303 0.3503
O 1.067 2.181 -0.080 1.359 1.231 -1.284 -1.2102
H -2.057 0.839 0.166 1.617 1.204 -0.922 0.4468
H 1.231 -0.633 0.642 -0.010 0.159 0.127 0.3432
N -4.036 0.586 -0.819 -1.619 -2.141 0.616 0.0302
N 0.352 -0.303 0.248 0.210 -0.060 -0.902 -1.2268
P 0.081 1.387 0.673 -2.255 -0.879 1.413 1.3488
O -1.389 1.420 -0.323 -0.524 -0.962 1.379 -1.0480
N -4.588 -0.321 -0.502 1.310 2.078 -0.729 -0.0344



9
Properties=species:S:1:pos:R:3:forces:R:3:nbo_charge:R:1 method="wB97M-V/def2-TZVPD" total_charge=0 lumo_ev=-0.24 gap_ha=0.3370
O -2.239 0.518 0.942 0.323 0.235 0.049 -0.9122
N 2.146 0.557 -0.104 -4.556 -4.375 1.412 -0.5258
H -2.414 -1.860 0.060 -2.579 -0.655 1.426 0.4827
H 2.020 0.009 0.752 0.538 0.277 0.001 0.3790
N -0.015 0.192 -0.074 5.326 0.415 0.369 -0.6192
S -1.645 0.173 -0.332 -1.098 -1.501 -1.177 1.6118
N 1.003 0.764 -0.697 -4.409 -0.381 0.427 0.0897
H 2.796 1.208 -0.192 3.507 3.397 -0.818 0.3833
O -1.653 -1.562 -0.356 2.949 2.587 -1.688 -0.8892



9
Properties=species:S:1:pos:R:3:forces:R:3:nbo_charge:R:1 method="wB97M-V/def2-TZVPD" total_charge=0 lumo_ev=0.06 gap_ha=0.3622
O -2.327 0.089 -1.531 0.917 -2.387 -0.993 -0.5760
H 0.712 -0.452 0.712 0.587 1.458 -0.501 0.4957
H -0.462 -1.549 -1.148 -0.270 -0.332 -0.083 0.3327
N -0.384 -0.739 -0.517 -1.345 -0.732 -2.174 -0.3779
H -3.042 0.731 -1.307 1.611 -0.101 0.637 0.5099
O 3.075 1.067 1.978 -2.822 -0.960 -2.002 -0.3119
N -1.216 0.127 -0.674 -1.367 3.359 2.371 0.1771
O 1.509 -0.248 1.274 1.432 -0.706 1.775 -0.5929
N 2.134 0.973 1.213 1.257 0.403 0.969 0.3432



8
Properties=species:S:1:pos:R:3:forces:R:3:nbo_charge:R:1 method="wB97M-V/def2-TZVPD" total_charge=0 multiplicity=3 lumo_ev="0.59 / -1.34" gap_ha="0.2702 / 0.3121"
H -1.845 -0.366 1.250 0.915 -0.953 0.039 0.3875
N 0.887 -0.057 -0.536 -3.561 -2.942 -2.415 -0.6468
H 0.731 0.800 -1.071 0.194 -0.365 0.481 0.3830
H -2.031 0.503 -0.052 0.198 -0.118 -1.221 0.3819
N -1.614 -0.356 0.263 -1.445 -0.063 0.829 -1.0196
N 1.840 -0.088 0.386 -0.337 -0.858 0.896 0.1132
S -0.564 -1.301 -0.570 2.094 3.728 0.875 0.6191
O 2.596 0.866 0.329 1.942 1.571 0.516 -0.2182



7
Properties=species:S:1:pos:R:3:forces:R:3:nbo_charge:R:1 method="wB97M-V/def2-TZVPD" total_charge=-1 lumo_ev=5.46 gap_ha=0.2451
H -1.936 0.046 0.514 -0.352 0.339 -3.671 0.3200
N 1.830 -0.777 0.614 -0.472 -2.238 -0.250 -0.7297
N -0.091 0.394 -0.223 3.185 2.447 -2.629 -0.2140
N -1.769 -0.092 -0.595 -1.109 -2.442 3.474 -0.9937
N 1.059 0.008 -0.064 -0.125 1.390 3.020 0.0012
H 2.721 -0.334 0.915 -0.957 0.440 -1.110 0.2954
H -1.813 0.755 -1.161 -0.170 0.065 1.166 0.3208



Table of energy relative to the best compared isomer or geometry (same formula, charge and spin) (eV), in record order: 3.0200 2.5799 1.6540 1.7187 3.1544 0.1765 0.5004 4.1232 0.9324 2.6434